{"formula": "H2NO2P", "method": "ωB97M-V/def2-TZVPD", "species": ["P", "O", "O", "N", "H", "H"], "coordinates": [[1.98344, 0.40574, 0.01669], [-0.53404, -0.71436, 0.73592], [-2.44229, -0.14982, -0.19139], [-1.73225, -0.64506, 0.65834], [1.35462, -0.58992, -0.84086], [1.37053, 1.69342, -0.37869]], "lumo_energy_ev": [-1.16, -2.23], "homo_energy_ha": [-0.3700, -0.3253], "homo_lumo_gap_ev": [8.910, 6.625], "e_above_lowest_ev": 6.191}